A cluster of 3 separate species, C19H42IN2O7P in total at a distorted geometry. Source: the Open Molecules 2025 dataset; level of theory: the ωB97M-V functional and the def2-TZVPD basis.

Summary:
**E**: -55081.6435 eV
**SMILES string**: N=[PH2][C@H]1C[C@H](CCCI)C(=O)N1.COCCOCCOC.COCCOCCOC
**Frontier orbital gap**: 8.74 eV
**HOMO**: -0.314 hartree
**LUMO**: 0.20 eV

Atoms and positions in Å:
N  -4.198  0.477  4.898
P  -3.987  -0.157  3.468
C  -2.236  -0.346  2.937
C  -1.597  1.035  2.461
C  -0.812  1.380  3.708
C  0.095  2.600  3.768
C  0.939  2.885  2.538
C  0.164  3.481  1.356
I  0.495  2.295  -0.436
C  -0.238  0.013  4.025
O  0.866  -0.334  4.172
N  -1.371  -0.806  4.033
H  -3.289  0.660  5.315
H  -4.596  -1.428  3.370
H  -4.590  0.703  2.520
H  -2.051  -1.017  2.104
H  -1.050  0.747  1.579
H  -2.425  1.672  2.180
H  -1.581  1.563  4.444
H  0.784  2.432  4.585
H  -0.517  3.443  4.046
H  1.660  3.637  2.833
H  1.532  2.035  2.260
H  0.490  4.469  1.091
H  -0.887  3.483  1.560
H  -1.185  -1.799  4.021
C  6.212  6.340  -5.769
O  5.919  5.069  -5.237
C  7.077  4.429  -4.728
C  6.698  3.204  -3.926
O  6.317  3.497  -2.588
C  5.009  4.026  -2.411
C  3.918  2.982  -2.503
O  3.588  2.730  -3.861
C  2.754  1.604  -3.998
H  6.949  6.268  -6.578
H  5.289  6.754  -6.170
H  6.588  7.011  -4.989
H  7.640  5.123  -4.092
H  7.707  4.126  -5.577
H  7.588  2.577  -3.837
H  5.930  2.620  -4.437
H  4.820  4.854  -3.097
H  5.000  4.427  -1.396
H  3.019  3.349  -1.990
H  4.253  2.055  -2.022
H  3.264  0.696  -3.653
H  2.514  1.491  -5.053
H  1.821  1.736  -3.437
C  -6.580  -7.125  0.522
O  -5.511  -6.257  0.217
C  -5.950  -4.923  0.032
C  -4.768  -3.980  -0.019
O  -4.285  -3.608  1.267
C  -3.502  -4.584  1.945
C  -2.087  -4.692  1.420
O  -2.045  -5.516  0.271
C  -0.796  -5.448  -0.380
H  -7.332  -7.117  -0.276
H  -6.176  -8.131  0.615
H  -7.049  -6.845  1.472
H  -6.617  -4.629  0.852
H  -6.500  -4.866  -0.918
H  -5.105  -3.048  -0.477
H  -3.967  -4.384  -0.640
H  -3.999  -5.556  1.948
H  -3.448  -4.236  2.980
H  -1.448  -5.141  2.194
H  -1.708  -3.690  1.176
H  -0.604  -4.433  -0.749
H  -0.823  -6.129  -1.228
H  0.014  -5.753  0.292

Just the Mulliken charges please, in e? Sure, here they are:
1 N -0.839
2 P 0.552
3 C -0.296
4 C -0.661
5 C 0.984
6 C -1.302
7 C -0.678
8 C -1.045
9 I 0.002
10 C 0.161
11 O -0.560
12 N -0.167
13 H 0.319
14 H 0.004
15 H 0.077
16 H 0.215
17 H 0.001
18 H 0.476
19 H -0.209
20 H 0.412
21 H 0.461
22 H 0.324
23 H 0.520
24 H 0.552
25 H 0.434
26 H 0.295
27 C -0.766
28 O -0.236
29 C -0.580
30 C -0.431
31 O -0.451
32 C -0.521
33 C -0.214
34 O -0.271
35 C -0.618
36 H 0.307
37 H 0.230
38 H 0.314
39 H 0.340
40 H 0.447
41 H 0.377
42 H 0.225
43 H 0.250
44 H 0.360
45 H 0.141
46 H 0.364
47 H 0.321
48 H 0.235
49 H 0.123
50 C -0.769
51 O -0.251
52 C -0.625
53 C -0.516
54 O -0.324
55 C -0.553
56 C -0.461
57 O -0.261
58 C -0.769
59 H 0.310
60 H 0.230
61 H 0.319
62 H 0.344
63 H 0.451
64 H 0.392
65 H 0.254
66 H 0.239
67 H 0.457
68 H 0.459
69 H 0.233
70 H 0.314
71 H 0.240
72 H 0.312

---

An isolated molecule of C4H8N2 at a distorted geometry. Source: the Open Molecules 2025 dataset; level of theory: the ωB97M-V functional and the def2-TZVPD basis.

Summary:
**E**: -7257.1093 eV
**SMILES string**: CN(C)CC#N
**Frontier orbital gap**: 10.19 eV
**HOMO**: -0.342 hartree
**LUMO**: 0.87 eV

Atoms and positions in Å:
C  -0.454  1.364  0.170
N  -0.475  0.046  -0.442
C  -1.124  -0.943  0.400
C  0.827  -0.362  -0.916
C  1.908  -0.313  0.107
N  2.731  -0.225  0.916
H  -1.464  1.622  0.501
H  -0.133  2.110  -0.565
H  0.221  1.422  1.043
H  -0.646  -1.071  1.387
H  -1.135  -1.912  -0.111
H  -2.164  -0.640  0.559
H  1.135  0.287  -1.744
H  0.773  -1.384  -1.305

Just the natural (NBO) charges please, in e? Sure, here they are:
1 C -0.424
2 N -0.416
3 C -0.418
4 C -0.320
5 C 0.252
6 N -0.326
7 H 0.208
8 H 0.203
9 H 0.181
10 H 0.177
11 H 0.201
12 H 0.207
13 H 0.238
14 H 0.239

---

An isolated molecule of C4H7F at a distorted geometry. Source: the Open Molecules 2025 dataset; level of theory: the ωB97M-V functional and the def2-TZVPD basis.

Summary:
**E**: -6976.6907 eV
**SMILES string**: FCC1CC1
**Frontier orbital gap**: 11.79 eV
**HOMO**: -0.388 hartree
**LUMO**: 1.24 eV

Atoms and positions in Å:
C  1.023  -0.650  -0.115
C  -0.333  -0.211  0.462
C  -1.045  0.948  -0.112
C  -1.596  -0.496  -0.184
H  1.393  -1.333  0.566
H  0.842  -0.935  -1.119
H  -0.284  -0.457  1.590
H  -1.522  1.804  0.525
H  -0.342  1.149  -0.944
H  -2.574  -0.733  0.435
H  -1.486  -1.044  -1.157
F  1.742  0.445  -0.023

Just the natural (NBO) charges please, in e? Sure, here they are:
1 C 0.061
2 C -0.270
3 C -0.436
4 C -0.421
5 H 0.166
6 H 0.149
7 H 0.201
8 H 0.241
9 H 0.220
10 H 0.228
11 H 0.208
12 F -0.348

---

A structure of composition C34H43ClN2O2P2Rb. Source: the Open Molecules 2025 dataset; level of theory: the ωB97M-V functional and the def2-TZVPD basis.

Summary:
**E**: -74783.3398 eV
**Frontier orbital gap**: 8.64 eV
**HOMO**: -0.394 hartree
**LUMO**: -2.07 eV
**Net charge**: +1

Atoms and positions in Å:
Rb  0.070  0.059  0.138
C  0.174  -5.059  0.477
O  0.771  -4.490  -0.694
C  0.517  -3.196  -0.909
O  -0.117  -2.485  -0.159
N  1.079  -2.795  -2.074
N  0.992  -1.460  -2.477
H  0.474  -6.102  0.467
H  -0.910  -4.970  0.430
H  0.545  -4.561  1.371
H  1.528  -3.483  -2.656
H  0.481  -1.399  -3.348
H  1.929  -1.092  -2.612
Cl  1.207  2.819  -0.759
C  2.498  3.593  0.161
C  2.599  4.963  -0.006
C  3.597  5.651  0.666
C  4.480  4.956  1.477
C  4.361  3.585  1.621
C  3.359  2.857  0.964
P  3.122  1.077  1.300
C  3.735  0.270  -0.220
C  4.088  0.954  -1.382
C  4.512  0.257  -2.504
C  4.614  -1.126  -2.469
C  4.273  -1.815  -1.312
C  3.813  -1.124  -0.203
C  4.424  0.720  2.512
C  5.735  0.399  2.166
C  6.672  0.152  3.154
C  6.311  0.228  4.492
C  5.008  0.542  4.844
C  4.065  0.778  3.857
H  1.902  5.476  -0.653
H  3.685  6.722  0.548
H  5.264  5.482  2.004
H  5.057  3.061  2.260
H  4.043  2.035  -1.407
H  4.787  0.797  -3.400
H  4.974  -1.666  -3.336
H  4.363  -2.894  -1.271
H  3.552  -1.670  0.698
H  6.025  0.343  1.123
H  7.688  -0.097  2.879
H  7.045  0.034  5.263
H  4.721  0.595  5.885
H  3.043  1.016  4.131
C  0.151  2.734  3.701
C  -1.346  2.771  3.396
C  -1.585  3.741  2.225
C  -2.110  3.287  4.613
P  -1.868  1.099  2.720
C  -3.685  1.237  2.632
C  -4.545  1.274  3.732
C  -5.913  1.383  3.559
C  -6.450  1.467  2.283
C  -5.612  1.438  1.181
C  -4.242  1.320  1.358
C  -1.493  -0.273  3.952
C  -0.075  -0.766  3.636
C  -1.560  0.053  5.446
C  -2.461  -1.423  3.636
H  0.495  3.746  3.928
H  0.724  2.372  2.841
H  0.386  2.105  4.562
H  -1.295  4.749  2.526
H  -2.636  3.770  1.935
H  -0.991  3.463  1.350
H  -1.732  4.275  4.885
H  -2.007  2.644  5.487
H  -3.171  3.393  4.386
H  -4.148  1.220  4.734
H  -6.564  1.408  4.423
H  -7.520  1.556  2.150
H  -6.022  1.503  0.182
H  -3.593  1.292  0.489
H  0.678  0.024  3.638
H  -0.033  -1.280  2.671
H  0.218  -1.506  4.387
H  -0.811  0.789  5.745
H  -1.368  -0.858  6.019
H  -2.539  0.422  5.743
H  -2.492  -1.642  2.565
H  -3.474  -1.200  3.962
H  -2.128  -2.326  4.153

Just the Mulliken charges please, in e? Sure, here they are:
1 Rb 1.215
2 C -0.633
3 O -0.415
4 C 0.631
5 O -0.615
6 N -0.004
7 N -0.452
8 H 0.244
9 H 0.298
10 H 0.272
11 H 0.231
12 H 0.280
13 H 0.147
14 Cl -0.198
15 C 0.804
16 C -0.809
17 C -0.593
18 C -0.810
19 C -0.484
20 C -0.105
21 P 1.209
22 C 0.429
23 C -0.442
24 C -0.719
25 C -0.638
26 C -0.829
27 C -0.177
28 C -0.813
29 C -0.041
30 C -0.731
31 C -0.503
32 C -0.714
33 C 0.061
34 H 0.478
35 H 0.410
36 H 0.433
37 H 0.361
38 H 0.462
39 H 0.426
40 H 0.358
41 H 0.461
42 H 0.505
43 H 0.441
44 H 0.421
45 H 0.397
46 H 0.442
47 H 0.215
48 C -2.249
49 C 2.254
50 C -1.850
51 C -1.892
52 P 0.175
53 C 0.510
54 C -0.230
55 C -0.837
56 C -0.571
57 C -0.644
58 C -0.348
59 C 2.303
60 C -1.682
61 C -1.811
62 C -2.003
63 H 0.687
64 H 0.443
65 H 0.217
66 H 0.501
67 H 0.427
68 H 0.292
69 H 0.530
70 H 0.308
71 H 0.396
72 H 0.244
73 H 0.443
74 H 0.407
75 H 0.426
76 H 0.386
77 H 0.308
78 H -0.031
79 H 0.585
80 H 0.365
81 H 0.548
82 H 0.217
83 H 0.377
84 H 0.394
85 H 0.497

---

A cluster of 7 separate species, C16H41N14O7S in total at a distorted geometry. Source: the Open Molecules 2025 dataset; level of theory: the ωB97M-V functional and the def2-TZVPD basis.

Summary:
**E**: -63291.0724 eV
**Multiplicity**: 2
**Frontier orbital gap (spin up / spin down)**: 8.60 / 9.46 eV
**HOMO (spin up / spin down)**: -0.308 / -0.340 hartree
**LUMO (spin up / spin down)**: 0.21 / 0.21 eV

Atoms and positions in Å:
C  -3.430  0.273  5.196
C  -4.119  -0.574  4.129
C  -5.619  -0.530  4.435
C  -3.687  -2.029  4.191
C  -2.310  -2.319  3.642
N  -1.246  -1.869  4.589
C  -0.058  -2.118  4.548
S  1.507  -2.214  4.575
C  -2.201  -1.738  2.238
C  -2.657  -0.290  2.057
C  -1.535  0.671  2.417
C  -2.927  -0.076  0.568
N  -3.942  -0.023  2.762
O  -4.345  1.179  2.647
H  -3.623  1.325  5.030
H  -3.875  0.008  6.150
H  -2.370  0.085  5.287
H  -6.168  -0.851  3.554
H  -5.929  0.488  4.633
H  -5.859  -1.186  5.261
H  -4.362  -2.598  3.552
H  -3.824  -2.403  5.199
H  -2.214  -3.394  3.526
H  -1.178  -1.812  1.883
H  -2.820  -2.385  1.622
H  -0.693  0.345  1.816
H  -1.222  0.623  3.452
H  -1.777  1.678  2.104
H  -3.582  -0.866  0.206
H  -3.442  0.862  0.408
H  -2.008  -0.140  -0.003
C  2.242  0.963  0.282
O  1.396  1.694  0.781
N  3.510  0.876  0.767
N  1.969  0.178  -0.793
H  4.210  0.278  0.361
H  3.744  1.440  1.563
H  1.045  0.221  -1.192
H  2.641  -0.434  -1.218
C  0.903  0.629  -4.470
O  0.244  0.096  -3.578
N  1.937  1.485  -4.161
N  0.681  0.437  -5.785
H  2.489  1.947  -4.858
H  2.123  1.655  -3.190
H  -0.081  -0.172  -6.040
H  1.229  0.879  -6.511
C  2.852  3.712  4.228
O  3.295  3.829  5.358
N  2.109  2.639  3.823
N  3.067  4.654  3.253
H  1.748  2.540  2.888
H  1.924  1.925  4.501
H  3.607  5.459  3.505
H  2.704  4.573  2.322
C  -2.899  -0.627  -5.135
O  -2.249  -0.221  -6.087
N  -3.610  -1.799  -5.191
N  -2.966  0.046  -3.955
H  -4.148  -2.156  -4.426
H  -3.577  -2.314  -6.049
H  -2.415  0.880  -3.873
H  -3.485  -0.277  -3.162
C  5.146  -0.899  1.918
O  5.747  0.074  1.480
N  5.172  -2.117  1.296
N  4.396  -0.835  3.058
H  4.683  -2.922  1.637
H  5.712  -2.191  0.455
H  4.359  0.050  3.527
H  3.891  -1.603  3.445
C  2.996  -0.043  -8.808
O  2.134  0.614  -8.245
N  4.246  -0.215  -8.283
N  2.765  -0.655  -10.006
H  4.963  -0.753  -8.729
H  4.439  0.218  -7.401
H  1.853  -0.545  -10.408
H  3.450  -1.201  -10.490

Just the Mulliken charges please, in e? Sure, here they are:
1 C -1.807
2 C 1.788
3 C -1.900
4 C -1.912
5 C 0.354
6 N -0.320
7 C 0.480
8 S -0.492
9 C -1.714
10 C 1.878
11 C -1.594
12 C -2.078
13 N 0.586
14 O -0.624
15 H 0.420
16 H 0.455
17 H 0.351
18 H 0.470
19 H 0.390
20 H 0.423
21 H 0.420
22 H 0.548
23 H 0.533
24 H 0.572
25 H 0.453
26 H 0.343
27 H 0.218
28 H 0.438
29 H 0.449
30 H 0.453
31 H 0.417
32 C 0.659
33 O -0.709
34 N -0.268
35 N -0.275
36 H 0.157
37 H 0.159
38 H 0.076
39 H 0.139
40 C 0.585
41 O -0.695
42 N -0.337
43 N -0.191
44 H 0.139
45 H 0.203
46 H 0.184
47 H 0.191
48 C 0.608
49 O -0.666
50 N -0.230
51 N -0.348
52 H 0.140
53 H 0.140
54 H 0.202
55 H 0.189
56 C 0.691
57 O -0.704
58 N -0.406
59 N -0.291
60 H 0.148
61 H 0.212
62 H 0.184
63 H 0.154
64 C 0.740
65 O -0.689
66 N -0.380
67 N -0.251
68 H 0.157
69 H 0.229
70 H 0.175
71 H 0.051
72 C 0.654
73 O -0.699
74 N -0.376
75 N -0.402
76 H 0.165
77 H 0.203
78 H 0.222
79 H 0.164